# 1
One molecule with the formula C10H9N in a non-equilibrium geometry, computed with ωB97M-V with the def2-TZVPD basis set.

CARTESIAN COORDINATES (ANGSTROEM)
C  -3.0962  -0.9519  0.0606
C  -2.6444  0.2477  -0.7478
C  -1.3460  0.6402  -0.6829
C  -0.4154  -0.0614  0.0655
C  1.0216  0.3778  0.0076
C  1.6532  1.4874  0.6455
C  2.9955  1.2895  0.3354
C  3.1365  0.3086  -0.5185
N  2.0507  -0.3573  -0.6213
C  -0.8054  -1.1704  0.7720
C  -2.1488  -1.6290  0.7368
H  -4.3870  -1.2029  0.1477
H  -3.4309  0.7169  -1.2048
H  -0.9659  1.3730  -1.1498
H  1.1858  2.2263  1.1705
H  3.8167  2.1765  0.5230
H  4.0386  -0.0278  -0.8207
H  1.8354  -1.0247  -1.3520
H  0.0127  -1.8664  1.4595
H  -2.5066  -2.5522  1.1736

The energy above the lowest of the compared OMol25 structures with the same formula, charge and spin is 79.5 kcal/mol. The SMILES is c1ccc(-c2ccc[nH]2)cc1. The calculation puts the HOMO-LUMO gap at 0.332 hartree. The multiplicity is 1. The HOMO energy comes out at -8.1 eV. The total energy comes out at -441.0930 Eh.


# 2
C10H9N2O5Tm as an isolated structure in a non-equilibrium geometry, computed with ωB97M-V with the def2-TZVPD basis set.

CARTESIAN COORDINATES (ANGSTROEM)
O  -0.6188  -6.2408  -3.6892
C  -0.7700  -5.4048  -2.9361
Tm  0.1035  -0.7906  -1.2165
O  3.5995  -0.9013  -0.6410
C  2.4514  -0.9388  -0.7601
C  1.5504  0.9880  -1.9884
O  2.5635  1.6000  -1.9515
C  0.2218  1.1710  -2.8512
O  0.2441  1.7774  -3.8908
C  1.2738  -1.6127  -3.1688
O  1.9483  -2.0557  -3.9987
H  -0.7436  0.5787  -2.3600
C  -0.9976  3.1852  2.6714
C  -0.8355  1.8368  2.1296
C  -0.9575  0.5545  2.6838
C  -0.7079  -0.3620  1.6705
N  -0.4401  0.3383  0.5250
N  -0.5280  1.6647  0.8362
C  -0.6686  -1.8456  1.6587
H  -2.0491  3.3742  2.9349
H  -0.3742  3.3185  3.5674
H  -0.6977  3.9341  1.9254
H  -1.2142  0.3014  3.7090
H  -0.3443  2.3773  0.1500
H  0.2644  -2.2573  2.0857
H  -1.4948  -2.2705  2.2544
H  -0.7787  -2.3200  0.6505

The calculation puts the HOMO-LUMO gap (alpha / beta) at 0.219 / 0.227 hartree. As for the expectation value of S²: 2.45. As for the total charge: +2. The multiplicity is 3. The HOMO energy (alpha / beta) comes out at -15.5 / -15.7 eV. The total energy comes out at -1956.6051 Eh.


# 3
C10H9N4O2S5SbTc as an isolated structure in a non-equilibrium geometry, computed with ωB97M-V with the def2-TZVPD basis set.

CARTESIAN COORDINATES (ANGSTROEM)
Tc  -1.7308  -1.2623  2.0992
S  -3.3805  -0.8024  6.4026
Sb  -3.9852  -0.2435  4.3403
S  -1.6278  0.4452  3.3053
S  -3.5633  -2.2184  2.7613
S  -5.5833  1.0051  3.4445
N  1.9121  3.8944  -3.0027
C  1.1732  2.8135  -2.5741
C  1.5252  1.5140  -2.9593
C  0.7558  0.4362  -2.5711
C  -0.3749  0.6465  -1.7961
C  -0.7451  1.9287  -1.4082
C  0.0256  3.0050  -1.7926
S  -1.3569  -0.7115  -1.2903
O  -1.0405  -1.8541  -2.0932
O  -2.7119  -0.2897  -1.1160
N  -0.8301  -1.0174  0.2557
C  0.3159  -1.6557  0.5775
N  0.1988  -2.0273  1.8833
C  1.2022  -2.6500  2.4838
C  2.3530  -2.9232  1.7681
C  2.3865  -2.4944  0.4463
N  1.3907  -1.8576  -0.1644
H  2.8498  3.7136  -3.3168
H  1.8006  4.7561  -2.4971
H  2.4021  1.3589  -3.5757
H  1.0186  -0.5714  -2.8617
H  -1.6433  2.0721  -0.8221
H  -0.2632  4.0082  -1.5045
H  1.0671  -2.9161  3.5238
H  3.1904  -3.4356  2.2140
H  3.2691  -2.6671  -0.1597

The energy above the lowest of the compared OMol25 structures with the same formula, charge and spin is 0.0 kcal/mol. The calculation puts the HOMO-LUMO gap (alpha / beta) at 0.225 / 0.239 hartree. As for the expectation value of S²: 0.76. The multiplicity is 2. The HOMO energy (alpha / beta) comes out at -8.4 / -8.7 eV. The total energy comes out at -3067.9679 Eh.


# 4
A 2-piece molecular cluster, C10H9N7O2 overall in a non-equilibrium geometry, computed with ωB97M-V with the def2-TZVPD basis set.

CARTESIAN COORDINATES (ANGSTROEM)
O  2.7512  0.8995  1.3927
N  2.4485  -0.2311  1.8352
O  3.2890  -1.1019  2.1370
C  1.0482  -0.4726  2.0025
C  0.5680  -1.7813  2.3408
C  -0.7646  -2.0868  2.2649
C  -1.6301  -1.0672  1.7879
N  -2.9570  -1.0317  1.5907
N  -3.2311  0.2178  1.1180
N  -2.1554  0.9514  1.0430
N  -1.1216  0.1738  1.4847
C  0.1873  0.5810  1.6655
H  1.3143  -2.5111  2.6811
H  -1.2163  -3.0388  2.5315
H  0.5185  1.3834  1.0032
N  -0.7847  6.3050  4.2800
C  -0.5384  5.1068  3.6769
C  -0.3510  5.0015  2.2945
C  -0.1274  3.7573  1.7145
N  -0.0697  2.6346  2.4448
C  -0.1959  2.7063  3.7688
C  -0.4337  3.9208  4.4124
H  -1.0118  6.3763  5.2611
H  -0.9498  7.1501  3.7497
H  -0.3869  5.8761  1.6628
H  0.0249  3.6652  0.6276
H  -0.0941  1.7657  4.3316
H  -0.5414  3.9233  5.4842

The SMILES is O=[N+]([O-])c1ccc2nnnn2c1.Nc1ccncc1. The calculation puts the HOMO-LUMO gap at 0.297 hartree. The multiplicity is 1. The HOMO energy comes out at -8.9 eV. The total energy comes out at -920.0728 Eh.


# 5
One molecule with the formula C10H9NO2S in a non-equilibrium geometry, computed with ωB97M-V with the def2-TZVPD basis set.

CARTESIAN COORDINATES (ANGSTROEM)
C  -0.4054  -2.1710  0.1906
C  -1.3295  -1.2229  0.5660
C  0.9710  -1.8063  0.1191
C  0.3443  0.4710  0.6333
C  -0.9747  0.1168  0.8182
C  1.2873  -0.4256  0.2057
C  -1.9998  1.1286  0.9380
C  -4.0345  3.1422  -0.0977
C  -1.6919  2.3867  1.1317
C  2.7070  0.1798  -0.0346
N  -1.2279  3.5040  1.1276
O  -1.6373  4.0936  -0.3831
O  -0.6525  4.2209  1.9258
S  -3.0437  3.9977  -1.0303
H  -0.4663  -3.1864  -0.0463
H  -2.4186  -1.2671  0.6074
H  1.6998  -2.4205  -0.3047
H  0.6788  1.5273  0.6451
H  -3.0555  0.8363  1.0523
H  -4.9471  3.0851  -0.5728
H  2.5120  1.2033  -0.3834
H  3.4249  0.1126  0.8764
H  3.2486  -0.2829  -0.9015

The energy above the lowest of the compared OMol25 structures with the same formula, charge and spin is 206.7 kcal/mol. The calculation puts the HOMO-LUMO gap at 0.275 hartree. The multiplicity is 1. The HOMO energy comes out at -8.6 eV. The total energy comes out at -989.5486 Eh.


Which value of multiplicity does entry 2 give?
3